Entry 1:
Density functional theory data (ωB97M-V with the def2-TZVPD basis set) for C18H12Cl3N4O2PbSi as an isolated structure in a non-equilibrium geometry.

XYZ file:
```
41
C18H12Cl3N4O2PbSi | the Open Molecules 2025 dataset | ωB97M-V with the def2-TZVPD basis set
Pb -14.29338 -2.79508 0.91483
O -15.61161 -6.38311 3.59451
C -15.39317 -5.28194 3.19244
N -14.06081 -4.74920 2.87156
C -13.06790 -5.60252 2.21839
C -12.41455 -6.60776 3.01203
C -11.65557 -7.61085 2.39473
C -11.54960 -7.59817 0.97973
C -12.19858 -6.71236 0.20239
C -13.04401 -5.71383 0.77560
N -13.68204 -4.79955 -0.01292
C -14.49892 -5.31022 -1.04619
O -14.53344 -6.51602 -1.33626
C -15.41277 -4.39962 -1.71304
C -16.38364 -4.87321 -2.56815
C -17.19595 -4.00831 -3.27425
C -17.06318 -2.61637 -2.97662
C -16.14720 -2.21709 -2.04933
N -15.34905 -3.05535 -1.36506
C -16.58766 -4.45179 2.72908
C -17.89747 -4.89735 3.05538
C -18.94886 -4.06734 2.79032
C -18.76947 -2.89595 2.00986
C -17.46235 -2.63666 1.65593
N -16.37002 -3.42337 1.91710
H -12.69336 -6.74579 4.09898
H -11.22503 -8.40445 3.03088
H -11.14200 -8.52027 0.50904
H -12.02783 -6.82411 -0.87515
H -16.31867 -5.94230 -2.73874
H -17.81692 -4.29238 -4.13039
H -17.60446 -1.84436 -3.45684
H -15.99206 -1.15302 -1.78779
H -17.98317 -6.00192 3.33949
H -19.88798 -4.23249 3.24526
H -19.52339 -2.25802 1.69280
H -17.23795 -1.68256 1.06330
Cl -14.61637 -1.90590 4.30529
Si -13.35554 -3.60483 4.07814
Cl -12.96155 -4.47665 5.88919
Cl -11.61206 -2.97061 3.32901
```

Calculated values
highest occupied orbital energy	-11.0	eV
HOMO-LUMO gap	6.9	eV
total charge	+1
E_LUMO	-0.150	hartree
multiplicity	1

***

Entry 2:
Density functional theory data (ωB97M-V with the def2-TZVPD basis set) for C23H34N6NdO as an isolated structure in a non-equilibrium geometry.

XYZ file:
```
65
C23H34N6NdO | the Open Molecules 2025 dataset | ωB97M-V with the def2-TZVPD basis set
Nd -1.84164 -17.28560 0.92985
C 3.15947 -16.68708 3.43429
C 2.41129 -16.78087 2.03471
C 2.71013 -18.10067 1.37911
C 0.91295 -16.52463 2.29619
C 0.25868 -17.37165 3.15599
C -1.01367 -17.13307 3.71407
C -1.63481 -15.88078 3.42767
C -2.93754 -15.37465 4.08896
C -0.99727 -15.02757 2.52331
C 0.19138 -15.36054 1.90577
H 4.26730 -16.64006 3.29168
H 2.92781 -17.55167 4.04788
H 2.86638 -15.83911 4.06555
H 2.75365 -15.94720 1.47258
H 2.39842 -18.96627 2.10292
H 3.78812 -18.13880 1.29719
H 2.32652 -18.33266 0.39767
H 0.84188 -18.26673 3.51755
H -1.45903 -17.91770 4.34970
H -2.94674 -15.35450 5.15165
H -3.77859 -16.03018 3.83672
H -3.12224 -14.35661 3.79617
H -1.64972 -14.18145 2.16822
H 0.57752 -14.61288 1.20116
C -5.51970 -14.12104 -0.64750
N -5.45704 -15.57405 -0.51400
C -6.52618 -16.36102 -0.80840
C -6.52039 -17.72467 -0.62131
C -5.30189 -18.28301 -0.10297
N -4.28415 -17.51915 0.23791
C -4.28399 -16.19749 -0.07294
O -3.23065 -15.56073 0.04565
N -5.17974 -19.60393 0.00404
H -6.58424 -13.86721 -0.69698
H -4.94277 -13.71463 -1.46732
H -5.21555 -13.77034 0.35255
H -7.43717 -15.77907 -1.10207
H -7.45692 -18.20902 -0.93826
H -5.93649 -20.22526 -0.24773
H -4.31642 -20.05434 0.36587
C 0.49380 -22.05347 2.64644
C 0.46763 -21.78318 1.17533
C -0.19093 -22.93779 0.40753
C 1.80889 -21.50205 0.56606
C -0.32144 -20.56963 0.99381
N -1.00664 -19.62096 0.90361
H 1.19698 -22.85064 2.90153
H -0.50271 -22.37050 3.01695
H 0.78880 -21.18180 3.26513
H 0.38193 -23.84110 0.41458
H -0.15192 -22.60628 -0.64905
H -1.18656 -23.04723 0.85092
H 2.46782 -22.32713 0.93182
H 2.20132 -20.54041 0.89237
H 1.72257 -21.47183 -0.53306
N -0.63176 -15.15519 -1.38028
C 0.49541 -14.74264 -2.00378
C 1.44010 -15.76273 -1.84808
C 0.76187 -16.81011 -1.22301
N -0.51209 -16.42800 -0.87148
H -1.49286 -14.64201 -1.19942
H 0.64711 -13.83064 -2.60328
H 2.46552 -15.80242 -2.16724
H 0.96096 -17.87231 -1.17922
```

Calculated values
highest occupied orbital energy (alpha / beta)	-17.9 / -17.9	eV
HOMO-LUMO gap (alpha / beta)	8.1 / 8.8	eV
total charge	+3
E_LUMO (alpha / beta)	-0.361 / -0.334	hartree
multiplicity	4

***

Entry 3:
Density functional theory data (ωB97M-V with the def2-TZVPD basis set) for a 13-piece molecular cluster, C3H30O14S2 overall in a non-equilibrium geometry.

XYZ file:
```
49
C3H30O14S2 | the Open Molecules 2025 dataset | ωB97M-V with the def2-TZVPD basis set
C 1.59430 -1.04780 1.31211
C 2.85050 -1.39998 0.57508
O 2.38479 -1.55313 -0.70729
O 3.91645 -1.85269 0.90160
C 1.26911 -2.21113 2.28124
S 0.64304 -1.45083 3.91460
S -1.37668 -1.85494 3.84970
H 1.72088 -0.12776 1.88986
H 0.77116 -0.73621 0.70104
H 3.06483 -1.86209 -1.36674
H 2.15982 -2.83422 2.66730
H 0.68700 -2.97662 1.77998
H -1.78162 -1.65767 2.45268
H -0.35135 0.11571 -3.88631
H 0.12627 1.40897 -3.09990
O 0.34749 0.54775 -3.44187
H -0.19804 3.48374 1.82732
H -0.79094 3.86136 0.54142
O -0.03257 4.04774 1.09551
H 3.49058 0.91251 2.33162
H 2.48558 1.84517 3.18134
O 3.03194 1.76467 2.42592
H 0.12500 2.00773 -0.31055
H -1.26587 1.20706 0.08234
O -0.51298 1.70578 0.36894
H -2.57346 0.17016 -0.96531
H -3.95677 0.58706 -1.05025
O -3.06249 0.94513 -1.10699
H 1.12644 4.66029 -1.31396
H 1.24244 3.59816 -0.24904
O 1.25724 3.72392 -1.18954
H 0.64006 -3.03280 -1.43994
H 0.48297 -3.80653 -0.15516
O 0.59394 -3.98218 -1.12836
H 2.35873 1.20162 -3.09677
H 2.82157 2.41997 -2.42181
O 3.01566 1.48237 -2.45492
H -1.98672 -1.54305 -0.52025
H -3.06589 -2.19982 0.40087
O -2.95790 -1.60098 -0.34843
H -2.02425 1.30934 2.14598
H -2.73544 0.50034 1.06989
O -2.22068 0.41378 1.85157
H -1.71559 2.53038 -4.07629
H -2.94123 1.66879 -3.45472
O -2.01832 1.87563 -3.48283
H -2.86417 -4.33914 0.21145
H -1.45043 -4.10927 0.62999
O -2.32444 -3.81627 0.77785
```

Calculated values
highest occupied orbital energy	-8.2	eV
HOMO-LUMO gap	8.1	eV
E_LUMO	-0.005	hartree
multiplicity	1

***

Entry 4:
Density functional theory data (ωB97M-V with the def2-TZVPD basis set) for C7H21N2OPSYb as an isolated structure in a non-equilibrium geometry.

XYZ file:
```
34
C7H21N2OPSYb | the Open Molecules 2025 dataset | ωB97M-V with the def2-TZVPD basis set
Yb 0.13493 1.10269 -0.66306
H 1.02320 3.05113 -0.60026
H 1.01349 2.97782 -1.37580
P -0.25455 -0.36136 -3.11065
C 0.98177 -1.21062 -4.14481
H 0.68052 -1.33510 -5.19131
H 1.92264 -0.65351 -4.13900
H 1.17979 -2.20529 -3.73724
C -1.79392 -1.14010 -3.73425
H -2.64927 -0.55946 -3.37946
H -1.84973 -1.20755 -4.82664
H -1.86751 -2.15107 -3.32317
C -0.37180 1.18815 -4.14001
H 0.58011 1.75227 -4.11187
H -0.59471 0.96693 -5.20104
H -1.17430 1.84981 -3.76137
C 2.20663 -0.38667 -1.03242
O 3.11719 -1.03859 -0.79160
H -1.77994 0.70396 -1.02625
H -0.25994 -0.68137 -1.03206
C -1.18665 0.97486 4.93386
N -1.14379 0.31957 3.63501
C -0.04096 -0.12093 2.98525
S -0.15380 -0.62088 1.29111
N 1.11661 -0.22654 3.68361
C 1.19285 -0.95988 4.93957
H -0.20274 1.07271 5.39450
H -1.83134 0.40848 5.61816
H -1.63523 1.95930 4.83649
H -1.98969 0.38358 3.07066
H 1.93708 -0.41384 3.08922
H 1.63896 -1.94393 4.79617
H 1.84318 -0.41438 5.63348
H 0.21090 -1.08019 5.41521
```

Calculated values
highest occupied orbital energy (alpha / beta)	-10.0 / -10.2	eV
HOMO-LUMO gap (alpha / beta)	6.3 / 6.5	eV
total charge	+1
E_LUMO (alpha / beta)	-0.137 / -0.137	hartree
multiplicity	2

***

Question: What is the formula in the second record?
Answer: C23H34N6NdO